The following is a quantum chemistry calculation of a molecular structure, C34H56F2FeN2O8P3SSb, from the OMol25 dataset.

Geometry (Å):
Fe  -0.280  -0.179  -0.226
C  5.458  -1.108  1.858
C  4.327  -0.453  2.611
C  3.928  -1.174  3.874
O  3.128  -0.461  1.723
P  2.627  0.741  0.890
O  1.721  0.295  -0.210
C  1.728  1.885  1.978
P  0.187  1.270  2.658
O  -0.758  0.703  1.642
O  0.640  0.329  3.796
C  -0.264  -0.616  4.532
C  0.252  -0.669  5.946
C  -0.228  -1.941  3.810
O  -0.571  2.528  3.270
C  -0.093  3.224  4.503
C  0.213  4.654  4.126
C  -1.171  3.082  5.549
O  3.903  1.505  0.436
C  3.996  2.854  -0.153
C  3.297  2.883  -1.496
C  5.470  3.164  -0.234
H  6.347  -1.129  2.489
H  5.696  -0.559  0.948
H  5.195  -2.134  1.601
H  4.562  0.593  2.819
H  3.664  -2.208  3.651
H  3.082  -0.682  4.354
H  4.767  -1.178  4.569
H  1.481  2.771  1.383
H  2.379  2.196  2.800
H  -1.264  -0.177  4.495
H  1.261  -1.083  5.970
H  -0.394  -1.316  6.540
H  0.263  0.317  6.410
H  0.791  -2.328  3.781
H  -0.610  -1.849  2.793
H  -0.853  -2.658  4.343
H  0.813  2.706  4.822
H  -0.696  5.179  3.824
H  0.948  4.713  3.322
H  0.618  5.180  4.990
H  -2.089  3.579  5.228
H  -0.844  3.552  6.476
H  -1.391  2.036  5.756
H  3.510  3.537  0.549
H  3.781  2.184  -2.179
H  3.380  3.887  -1.915
H  2.240  2.625  -1.410
H  5.968  2.465  -0.907
H  5.938  3.103  0.747
H  5.611  4.174  -0.619
N  -1.648  3.156  -3.690
C  -2.692  2.785  -2.668
P  -1.762  2.673  -1.086
O  -1.027  3.966  -0.962
O  -1.008  1.377  -1.176
C  -2.963  2.640  0.320
N  -2.507  3.696  1.291
H  -2.064  3.436  -4.580
H  -1.030  2.355  -3.873
H  -1.079  3.931  -3.325
H  -3.158  1.851  -2.975
H  -3.427  3.587  -2.634
H  -2.943  1.675  0.817
H  -3.979  2.869  0.003
H  -1.879  3.303  2.018
H  -3.288  4.155  1.759
H  -1.954  4.392  0.759
S  -0.303  -2.509  -0.112
Sb  -1.077  -2.927  -2.252
C  -3.145  -3.263  -2.254
C  -3.881  -3.277  -3.437
C  -5.233  -3.584  -3.393
C  -5.839  -3.889  -2.180
C  -5.098  -3.886  -1.005
C  -3.746  -3.568  -1.036
C  -0.551  -1.201  -3.365
C  0.735  -0.698  -3.179
C  1.172  0.386  -3.935
C  0.326  0.961  -4.876
C  -0.964  0.466  -5.050
C  -1.401  -0.619  -4.302
C  -0.138  -4.603  -3.064
C  1.250  -4.695  -3.029
C  1.863  -5.807  -3.585
C  1.092  -6.808  -4.165
C  -0.292  -6.710  -4.189
C  -0.919  -5.602  -3.635
H  -3.415  -3.075  -4.396
H  -5.809  -3.603  -4.309
H  -6.890  -4.145  -2.154
H  -5.567  -4.150  -0.066
H  -3.167  -3.577  -0.120
H  1.420  -1.158  -2.473
H  2.186  0.747  -3.814
H  0.689  1.759  -5.515
H  -1.618  0.895  -5.800
H  -2.405  -0.996  -4.457
H  1.851  -3.922  -2.564
H  2.940  -5.895  -3.564
H  1.576  -7.674  -4.596
H  -0.885  -7.497  -4.633
H  -2.000  -5.536  -3.642
F  -3.136  -0.610  -0.193
C  -4.160  -0.360  -1.014
F  -3.709  -0.204  -2.250
H  -5.010  -1.029  -0.906

Computed properties:
- HOMO level (spin up / spin down) (eV) = -15.5 / -15.5
- ⟨S²⟩ = 8.7601
- frontier orbital gap (spin up / spin down) (Eh) = 0.32292 / 0.30235
- relative energy (zero: lowest compared OMol25 entry of this formula, charge and spin) (kcal/mol) = 0.0
- net charge = +3
- multiplicity = 6
- strongest force on any atom (eV/A) = 0.54
- calculated total energy (eV) = -140573.7690


The following is a quantum chemistry calculation of a molecular structure, C10H5AlClNO5 in a non-equilibrium geometry, from the OMol25 dataset.

Geometry (Å):
O  5.546  1.068  -4.254
C  4.651  0.600  -3.722
Al  0.917  -0.083  -0.465
O  0.684  -2.146  -2.965
C  0.767  -1.383  -2.106
C  1.207  1.911  -0.265
O  0.847  2.600  0.713
C  0.211  1.682  -1.409
O  -0.362  2.403  -2.163
C  2.575  -0.584  0.770
O  3.474  -0.745  1.471
H  2.280  1.552  -0.580
Cl  -4.518  -1.018  -0.209
C  -3.046  -0.775  0.624
C  -3.007  -0.847  2.021
C  -1.789  -0.638  2.660
C  -0.646  -0.383  1.905
N  -0.695  -0.358  0.552
C  -1.887  -0.508  -0.101
H  -3.918  -1.060  2.572
H  -1.699  -0.670  3.748
H  0.320  -0.191  2.387
H  -1.910  -0.426  -1.183

Computed properties:
- HOMO level (spin up / spin down) (eV) = -16.5 / -16.4
- frontier orbital gap (spin up / spin down) (Eh) = 0.24321 / 0.23311
- net charge = +2
- strongest force on any atom (eV/A) = 5.40
- calculated total energy (eV) = -41276.3668


The following is a quantum chemistry calculation of C3H8N2S in the gas phase in a non-equilibrium geometry, from the OMol25 dataset.

Geometry (Å):
C  1.411  -0.814  -0.129
C  1.136  0.247  0.979
C  -1.901  -0.327  -0.884
N  0.586  -1.887  0.196
N  -0.273  0.685  0.961
S  -1.476  -0.508  0.925
H  1.463  -0.321  -1.112
H  2.431  -1.080  -0.033
H  1.524  -0.150  1.860
H  1.855  1.227  0.777
H  -2.915  -0.517  -0.884
H  -1.469  -1.183  -1.252
H  -1.578  0.726  -0.988
H  -0.330  1.329  1.728

Computed properties:
- HOMO level (spin up / spin down) (eV) = -8.2 / -8.1
- frontier orbital gap (spin up / spin down) (Eh) = 0.29225 / 0.29442
- relative energy (zero: lowest compared OMol25 entry of this formula, charge and spin) (kcal/mol) = 140.1
- net charge = 0
- strongest force on any atom (eV/A) = 4.28
- calculated total energy (eV) = -17050.6564